Run P
C25H27N3O4 in the gas phase. Source: the OMol25 dataset; level of theory: ωB97M-V with the def2-TZVPD basis set.

Bonds (Å) are listed after each position.
Atoms and positions in Å:
1 C 1.72 -9.20 -2.37  C2 1.508, H57 1.087, H58 1.088, H59 1.088
2 C 1.60 -7.82 -1.78  C1 1.508, O3 1.211, C4 1.488
3 O 2.18 -7.50 -0.77  C2 1.211
4 C 0.72 -6.85 -2.50  C2 1.488, C5 1.391, C9 1.397
5 C 0.04 -7.15 -3.67  C4 1.391, C6 1.385, H56 1.078
6 C -0.76 -6.19 -4.27  C5 1.385, C7 1.380, H55 1.080
7 C -0.89 -4.94 -3.71  C6 1.380, C8 1.397, H54 1.078
8 C -0.22 -4.62 -2.52  C7 1.397, C9 1.385, O11 1.363
9 C 0.58 -5.58 -1.93  C4 1.397, C8 1.385, H10 1.079
10 H 1.13 -5.40 -1.01  C9 1.079
11 O -0.42 -3.36 -2.05  C8 1.363, C12 1.406
12 C 0.22 -2.99 -0.85  O11 1.406, C13 1.490, H52 1.101, H53 1.101
13 C -0.19 -1.59 -0.53  C12 1.490, C14 1.364, O17 1.345
14 C -1.00 -0.70 -1.18  C13 1.364, C15 1.419, H51 1.067
15 C -0.97 0.44 -0.34  C14 1.419, N16 1.311, C18 1.488
16 N -0.22 0.22 0.71  C15 1.311, O17 1.350
17 O 0.27 -1.04 0.60  C13 1.345, N16 1.350
18 C -1.69 1.72 -0.55  C15 1.488, O19 1.215, N20 1.344
19 O -2.50 1.87 -1.45  C18 1.215
20 N -1.35 2.67 0.35  C18 1.344, H21 1.010, C22 1.448
21 H -0.66 2.43 1.04  N20 1.010
22 C -1.94 3.99 0.36  N20 1.448, C23 1.541, C27 1.533, H50 1.095
23 C -0.83 5.06 0.24  C22 1.541, C24 1.536, H48 1.090, H49 1.091
24 C -0.83 6.02 1.44  C23 1.536, N25 1.445, H46 1.091, H47 1.096
25 N -0.86 5.37 2.74  C24 1.445, C26 1.458, C32 1.454
26 C -1.84 4.30 2.86  N25 1.458, C27 1.525, H30 1.097, H31 1.099
27 C -2.75 4.20 1.64  C22 1.533, C26 1.525, H28 1.090, H29 1.091
28 H -3.35 5.10 1.55  C27 1.090
29 H -3.43 3.35 1.78  C27 1.091
30 H -1.34 3.33 2.99  C26 1.097
31 H -2.44 4.49 3.76  C26 1.099
32 C 0.43 5.09 3.35  N25 1.454, C33 1.512, H44 1.094, H45 1.094
33 C 1.26 4.03 2.67  C32 1.512, C34 1.391, C38 1.391
34 C 1.15 2.69 3.02  C33 1.391, C35 1.385, H43 1.081
35 C 1.86 1.72 2.34  C34 1.385, C36 1.383, H42 1.079
36 C 2.70 2.07 1.29  C35 1.383, C37 1.385, H41 1.080
37 C 2.84 3.40 0.95  C36 1.385, C38 1.383, H40 1.081
38 C 2.13 4.37 1.63  C33 1.391, C37 1.383, H39 1.081
39 H 2.25 5.42 1.36  C38 1.081
40 H 3.50 3.69 0.15  C37 1.081
41 H 3.25 1.31 0.76  C36 1.080
42 H 1.76 0.68 2.62  C35 1.079
43 H 0.53 2.40 3.85  C34 1.081
44 H 0.22 4.78 4.38  C32 1.094
45 H 0.98 6.03 3.38  C32 1.094
46 H 0.04 6.66 1.40  C24 1.091
47 H -1.72 6.66 1.38  C24 1.096
48 H -0.97 5.65 -0.67  C23 1.090
49 H 0.13 4.56 0.17  C23 1.091
50 H -2.61 4.02 -0.50  C22 1.095
51 H -1.53 -0.83 -2.10  C14 1.067
52 H 1.31 -3.04 -0.95  C12 1.101
53 H -0.08 -3.65 -0.02  C12 1.101
54 H -1.51 -4.18 -4.16  C7 1.078
55 H -1.28 -6.42 -5.18  C6 1.080
56 H 0.13 -8.12 -4.13  C5 1.078
57 H 2.38 -9.80 -1.74  C1 1.087
58 H 2.15 -9.14 -3.37  C1 1.088
59 H 0.75 -9.67 -2.43  C1 1.088

Output
SMILES string: CC(=O)c1cccc(OCc2cc(C(=O)NC3CCN(Cc4ccccc4)CC3)no2)c1
Multiplicity: 1
HOMO-LUMO gap: 8.17 eV
HOMO level: -8.09 eV

***

Run Q
C25H27N3O4 in the gas phase. Source: the OMol25 dataset; level of theory: ωB97M-V with the def2-TZVPD basis set.

Bonds (Å) are listed after each position.
Atoms and positions in Å:
1 C -4.84 8.08 4.24  C2 1.499, H57 1.090, H58 1.089, H59 1.087
2 C -4.41 6.71 3.81  C1 1.499, C3 1.384, C7 1.392
3 C -5.27 5.62 3.91  C2 1.384, C4 1.387, H56 1.080
4 C -4.86 4.36 3.52  C3 1.387, C5 1.385, H55 1.079
5 C -3.58 4.16 3.02  C4 1.385, C6 1.403, O13 1.374
6 C -2.70 5.24 2.92  C5 1.403, C7 1.381, C9 1.499
7 C -3.13 6.49 3.32  C2 1.392, C6 1.381, H8 1.081
8 H -2.45 7.33 3.24  C7 1.081
9 C -1.32 5.02 2.38  C6 1.499, H10 1.090, H11 1.087, H12 1.090
10 H -0.79 4.30 3.00  C9 1.090
11 H -0.76 5.95 2.36  C9 1.087
12 H -1.37 4.61 1.37  C9 1.090
13 O -3.08 2.95 2.61  C5 1.374, C14 1.406
14 C -3.90 1.81 2.69  O13 1.406, C15 1.535, H53 1.099, H54 1.099
15 C -3.15 0.57 2.19  C14 1.535, O16 1.212, N17 1.348
16 O -3.69 -0.52 2.18  C15 1.212
17 N -1.89 0.83 1.80  C15 1.348, C18 1.399, H52 1.013
18 C -0.91 -0.03 1.29  N17 1.399, C19 1.392, C23 1.390
19 C -1.12 -1.40 1.13  C18 1.392, C20 1.378, H51 1.077
20 C -0.12 -2.20 0.63  C19 1.378, C21 1.400, H50 1.079
21 C 1.12 -1.68 0.25  C20 1.400, C22 1.398, N26 1.391
22 C 1.32 -0.31 0.42  C21 1.398, C23 1.380, H25 1.078
23 C 0.32 0.50 0.93  C18 1.390, C22 1.380, H24 1.081
24 H 0.50 1.56 1.05  C23 1.081
25 H 2.25 0.16 0.14  C22 1.078
26 N 2.12 -2.54 -0.21  C21 1.391, C27 1.446, C43 1.446
27 C 3.47 -2.05 -0.43  N26 1.446, H28 1.089, C29 1.535, H49 1.096
28 H 3.72 -1.30 0.32  C27 1.089
29 C 3.65 -1.51 -1.85  C27 1.535, N30 1.451, H47 1.091, H48 1.095
30 N 3.30 -2.54 -2.81  C29 1.451, C31 1.357, C41 1.443
31 C 4.29 -3.09 -3.55  N30 1.357, O32 1.224, C33 1.474
32 O 5.45 -2.71 -3.44  C31 1.224
33 C 3.99 -4.14 -4.54  C31 1.474, C34 1.373, O37 1.356
34 C 4.93 -4.91 -5.19  C33 1.373, C35 1.410, H40 1.070
35 C 4.22 -5.73 -6.08  C34 1.410, C36 1.361, H39 1.070
36 C 2.90 -5.42 -5.92  C35 1.361, O37 1.341, H38 1.072
37 O 2.75 -4.46 -4.99  C33 1.356, C36 1.341
38 H 2.01 -5.79 -6.39  C36 1.072
39 H 4.63 -6.46 -6.75  C35 1.070
40 H 5.98 -4.86 -5.03  C34 1.070
41 C 1.96 -3.03 -2.61  N30 1.443, H42 1.086, C43 1.542, H46 1.097
42 H 1.72 -3.82 -3.32  C41 1.086
43 C 1.80 -3.56 -1.17  N26 1.446, C41 1.542, H44 1.088, H45 1.096
44 H 0.78 -3.92 -1.03  C43 1.088
45 H 2.49 -4.40 -1.02  C43 1.096
46 H 1.25 -2.20 -2.76  C41 1.097
47 H 4.68 -1.22 -2.03  C29 1.091
48 H 2.99 -0.65 -2.01  C29 1.095
49 H 4.15 -2.90 -0.29  C27 1.096
50 H -0.30 -3.26 0.56  C20 1.079
51 H -2.07 -1.83 1.42  C19 1.077
52 H -1.61 1.80 1.87  N17 1.013
53 H -4.21 1.61 3.72  C14 1.099
54 H -4.80 1.92 2.08  C14 1.099
55 H -5.56 3.53 3.60  C4 1.079
56 H -6.27 5.76 4.29  C3 1.080
57 H -4.26 8.40 5.11  C1 1.090
58 H -4.66 8.80 3.44  C1 1.089
59 H -5.89 8.10 4.50  C1 1.087

Output
SMILES string: Cc1ccc(OCC(=O)Nc2ccc(N3CCN(C(=O)c4ccco4)CC3)cc2)c(C)c1
Multiplicity: 1
HOMO-LUMO gap: 8.04 eV
HOMO level: -7.38 eV

***

The structure with the most favorable energy is run Q; the runner-up is 1.244 eV above it.

***

Run P
2 unconnected molecules or ions with the total composition C2H3NOS. Source: the OMol25 dataset; level of theory: ωB97M-V with the def2-TZVPD basis set.

Bonds (Å) are listed after each position.
Atoms and positions in Å:
1 C 0.16 1.24 0.41  C2 1.426, N3 1.136
2 C 1.14 0.52 1.15  C1 1.426, O4 1.206, H6 1.081
3 N -0.56 2.04 0.04  C1 1.136
4 O 2.26 0.34 0.74  C2 1.206
5 S -0.77 -1.57 -1.12  H7 1.361, H8 1.435
6 H 0.90 0.26 2.17  C2 1.081
7 H -0.95 -1.23 -2.43  S5 1.361
8 H -2.19 -1.60 -0.95  S5 1.435

Output
SMILES string: N#CC=O.S
Multiplicity: 1
HOMO-LUMO gap: 9.39 eV
HOMO level: -10.01 eV

***

Run Q
C2H3NOS in the gas phase. Source: the OMol25 dataset; level of theory: ωB97M-V with the def2-TZVPD basis set.

Bonds (Å) are listed after each position.
Atoms and positions in Å:
1 C 0.49 0.76 -0.39  N3 1.423, S5 2.097, H6 1.211, H7 1.156
2 C -0.64 -1.07 -0.03  N3 1.281, O4 1.320, H8 1.034
3 N -0.22 -0.32 -0.99  C1 1.423, C2 1.281
4 O -0.44 -0.80 1.24  C2 1.320, S5 1.729
5 S 0.58 0.53 1.69  C1 2.097, O4 1.729
6 H -0.16 1.77 -0.54  C1 1.211
7 H 1.59 1.02 -0.63  C1 1.156
8 H -1.19 -1.88 -0.34  C2 1.034

Output
SMILES string: C1=NCSO1
Multiplicity: 1
HOMO-LUMO gap: 8.69 eV
HOMO level: -8.78 eV

***

The structure with the most favorable energy is run P; the runner-up is 0.649 eV above it.

***

Run P
2 unconnected molecules or ions with the total composition C2H3NOS. Source: the OMol25 dataset; level of theory: ωB97M-V with the def2-TZVPD basis set.

Bonds (Å) are listed after each position.
Atoms and positions in Å:
1 C -3.47 0.28 -1.21  C2 1.503, N3 1.150
2 C -2.72 -0.89 -0.64  C1 1.503, O4 1.227, H6 1.060
3 N -3.99 1.15 -1.74  C1 1.150
4 O -2.03 -0.64 0.35  C2 1.227
5 S 1.39 0.05 0.98  H7 1.404, H8 1.350
6 H -2.96 -1.81 -1.10  C2 1.060
7 H 1.36 1.14 1.87  S5 1.404
8 H 1.40 0.85 -0.11  S5 1.350

Output
SMILES string: N#CC=O.S
Multiplicity: 1
HOMO-LUMO gap: 8.78 eV
HOMO level: -9.65 eV

***

Run Q
C2H3NOS in the gas phase. Source: the OMol25 dataset; level of theory: ωB97M-V with the def2-TZVPD basis set.

Bonds (Å) are listed after each position.
Atoms and positions in Å:
1 C 1.10 0.41 0.09  C2 1.399, N3 1.152
2 C -0.10 -0.20 0.48  C1 1.399, O4 1.555, S5 1.766, H6 1.176
3 N 1.95 1.18 -0.03  C1 1.152
4 O -0.26 -1.59 -0.19  C2 1.555, H7 0.976
5 S -1.42 0.89 0.03  C2 1.766, H8 1.367
6 H -0.08 -0.55 1.60  C2 1.176
7 H -0.66 -1.48 -1.07  O4 0.976
8 H -0.55 1.34 -0.92  S5 1.367

Output
SMILES string: N#C[C@H](O)S
Multiplicity: 1
HOMO-LUMO gap: 10.59 eV
HOMO level: -10.33 eV

***

The structure with the most favorable energy is run Q; the runner-up is 0.087 eV above it.

***

Run P
2 unconnected molecules or ions with the total composition C2H3NOS. Source: the OMol25 dataset; level of theory: ωB97M-V with the def2-TZVPD basis set.

Bonds (Å) are listed after each position.
Atoms and positions in Å:
1 C 0.83 -0.30 0.82  C2 1.430, H6 1.091, H7 1.027, H8 1.201
2 C -0.35 0.51 0.85  C1 1.430, N3 1.147
3 N -1.21 1.24 0.64  C2 1.147
4 O -0.71 -0.29 -2.48  S5 1.455
5 S -2.02 0.24 -2.14  O4 1.455
6 H 0.62 -1.35 1.03  C1 1.091
7 H 1.14 -0.27 -0.16  C1 1.027
8 H 1.70 0.23 1.45  C1 1.201

Output
SMILES string: CC#N.O=S
Multiplicity: 1
HOMO-LUMO gap (alpha / beta): 7.76 / 7.73 eV
HOMO level (alpha / beta): -8.92 / -8.89 eV

***

Run Q
C2H3NOS in the gas phase. Source: the OMol25 dataset; level of theory: ωB97M-V with the def2-TZVPD basis set.

Bonds (Å) are listed after each position.
Atoms and positions in Å:
1 C -0.78 1.38 -0.53  N3 1.288, S5 1.736, H6 1.030
2 C 0.27 -0.76 0.10  N3 1.253, H7 1.092, H8 1.128
3 N -0.16 0.26 -0.49  C1 1.288, C2 1.253
4 O -3.17 0.33 -0.70  S5 1.491
5 S -2.48 1.65 -0.70  C1 1.736, O4 1.491
6 H -0.28 2.28 -0.57  C1 1.030
7 H 0.71 -1.50 -0.58  C2 1.092
8 H 0.20 -1.15 1.16  C2 1.128

Output
Multiplicity: 1
HOMO-LUMO gap (alpha / beta): 7.88 / 7.88 eV
HOMO level (alpha / beta): -7.88 / -7.88 eV

***

The structure with the most favorable energy is run P; the runner-up is 0.249 eV above it.

***

Run P
C5H5NO3 in the gas phase. Source: the OMol25 dataset; level of theory: ωB97M-V with the def2-TZVPD basis set.

Bonds (Å) are listed after each position.
Atoms and positions in Å:
1 C 3.29 0.71 -0.10  C4 1.336, O7 1.178
2 C -2.75 0.63 -0.19  O8 1.230, O9 1.265, H10 1.091
3 C 0.80 0.01 -0.13  C4 1.506, C5 1.578, H11 1.119, H12 1.177
4 C 2.11 0.45 0.48  C1 1.336, C3 1.506, H13 1.075
5 C -0.44 0.99 -0.11  C3 1.578, N6 1.255, O9 1.419
6 N -0.42 2.08 0.52  C5 1.255, H14 1.016
7 O 4.32 1.15 -0.46  C1 1.178
8 O -3.13 1.52 0.58  C2 1.230
9 O -1.60 0.35 -0.62  C2 1.265, C5 1.419
10 H -3.41 -0.04 -0.74  C2 1.091
11 H 0.88 -0.36 -1.18  C3 1.119
12 H 0.42 -0.88 0.53  C3 1.177
13 H 2.23 0.48 1.55  C4 1.075
14 H -1.23 2.62 0.81  N6 1.016

Output
SMILES string: [H]/N=C(/CC=C=O)OC=O
Multiplicity: 1
HOMO-LUMO gap: 9.61 eV
HOMO level: -9.24 eV

***

Run Q
C5H5NO3 in the gas phase. Source: the OMol25 dataset; level of theory: ωB97M-V with the def2-TZVPD basis set.

Bonds (Å) are listed after each position.
Atoms and positions in Å:
1 C 0.24 -0.59 -1.98  C2 1.390, H7 1.103, O12 1.313
2 C 0.37 -0.28 -0.63  C1 1.390, C5 1.413, N11 1.418
3 C 0.97 -0.08 1.55  C4 1.337, H9 1.087, N11 1.452
4 C -0.25 0.45 1.43  C3 1.337, C5 1.409, O13 1.359
5 C -0.68 0.33 0.10  C2 1.413, C4 1.409, O14 1.295
6 H -1.40 0.20 -1.93  O12 1.005
7 H 0.99 -1.06 -2.64  C1 1.103
8 H 1.97 -1.33 0.11  N11 0.967
9 H 1.68 -0.07 2.38  C3 1.087
10 H -1.82 1.36 2.10  O13 0.996
11 N 1.44 -0.53 0.26  C2 1.418, C3 1.452, H8 0.967
12 O -0.84 -0.24 -2.64  C1 1.313, H6 1.005
13 O -0.91 1.12 2.41  C4 1.359, H10 0.996
14 O -1.75 0.73 -0.51  C5 1.295

Output
SMILES string: O=C1C(O)=CN/C1=C/O
Multiplicity: 1
HOMO-LUMO gap: 8.10 eV
HOMO level: -8.33 eV

***

The structure with the most favorable energy is run Q; the runner-up is 0.965 eV above it.

***

Run P
C2H3OPS2 in the gas phase. Source: the OMol25 dataset; level of theory: ωB97M-V with the def2-TZVPD basis set.

Bonds (Å) are listed after each position.
Atoms and positions in Å:
1 C -0.28 1.23 1.95  C2 1.224, H7 1.014
2 C -0.12 0.73 0.85  C1 1.224, P4 1.724
3 O 0.78 0.52 -1.54  P4 1.539, H8 0.980
4 P -0.26 -0.16 -0.63  C2 1.724, O3 1.539, S5 1.947, S6 2.149
5 S -2.03 -0.49 -1.36  P4 1.947
6 S 1.06 -1.78 -0.13  P4 2.149, H9 1.275
7 H -0.11 1.69 2.84  C1 1.014
8 H 0.74 0.73 -2.49  O3 0.980
9 H 0.22 -2.48 0.52  S6 1.275

Output
SMILES string: C#C[P@](O)(=S)S
Multiplicity: 1
HOMO-LUMO gap: 9.45 eV
HOMO level: -9.20 eV

***

Run Q
2 unconnected molecules or ions with the total composition C2H3OPS2. Source: the OMol25 dataset; level of theory: ωB97M-V with the def2-TZVPD basis set.

Bonds (Å) are listed after each position.
Atoms and positions in Å:
1 C 1.26 -0.59 0.95  C2 1.224, H7 1.049
2 C 1.54 0.21 0.06  C1 1.224, P4 1.717
3 O 0.96 -0.38 -2.17  P4 1.674, H8 1.023
4 P 1.77 0.92 -1.48  C2 1.717, O3 1.674
5 S -2.12 -0.90 1.84  S6 1.976
6 S -2.44 1.05 1.84  S5 1.976, H9 1.410
7 H 0.76 -1.29 1.55  C1 1.049
8 H 1.00 -0.61 -3.16  O3 1.023
9 H -2.72 1.59 0.57  S6 1.410

Output
Multiplicity: 1
HOMO-LUMO gap (alpha / beta): 5.76 / 8.21 eV
HOMO level (alpha / beta): -7.67 / -9.05 eV

***

The structure with the most favorable energy is run P; the runner-up is 3.028 eV above it.